(1)
{
  "formula": "C4H12NO",
  "method": "ωB97M-V/def2-TZVPD",
  "elements": ["O", "N", "C", "C", "C", "C", "H", "H", "H", "H", "H", "H", "H", "H", "H", "H", "H", "H"],
  "xyz": [[-1.071, -0.915, -2.014], [0.890, -0.449, -0.026], [1.567, -1.147, 1.142], [-0.513, 1.407, 0.819], [-0.976, 0.286, -1.287], [-0.563, 0.029, 0.139], [-1.994, 0.726, -1.207], [-1.496, 1.891, 0.799], [-0.324, 1.204, 1.869], [-1.126, -0.680, 0.727], [0.963, -1.110, -0.806], [1.369, 0.455, -0.112], [0.141, 2.173, 0.381], [-1.691, -0.881, -2.743], [-0.341, 0.982, -1.923], [2.444, -0.546, 1.408], [1.851, -2.150, 0.862], [0.872, -1.275, 1.972]],
  "atomic_forces_ev_per_a": [[0.69, -0.98, 0.55], [-0.04, -0.37, 1.71], [-0.22, 0.28, 0.29], [-0.73, -0.38, 0.75], [-2.16, 0.33, -1.58], [1.67, 1.85, -1.30], [0.58, 0.10, -0.14], [-0.01, -0.39, -0.06], [0.42, 0.57, 0.23], [-0.24, -0.35, -0.33], [-0.06, 0.78, -0.43], [0.23, -0.70, -0.96], [0.27, -0.60, 0.06], [-0.14, 0.23, -0.12], [-0.31, -0.32, 1.47], [-0.29, -0.39, 0.18], [0.24, -0.09, -0.33], [0.08, 0.43, -0.02]],
  "charge": 1,
  "smiles": "C[NH2+][C@@H](C)CO"
}

=====

(2)
{
  "formula": "C4H12NO",
  "method": "ωB97M-V/def2-TZVPD",
  "elements": ["O", "N", "C", "C", "C", "C", "H", "H", "H", "H", "H", "H", "H", "H", "H", "H", "H", "H"],
  "xyz": [[0.491, -1.087, -2.957], [-0.060, 0.623, -0.744], [0.487, 0.154, 0.581], [0.015, -0.908, 2.774], [-0.617, -0.177, 1.582], [-0.504, 1.822, -0.711], [-1.359, 2.052, -1.353], [-0.139, 2.581, -0.031], [0.574, -1.757, 2.368], [0.832, -0.320, 3.204], [-0.954, 0.830, 1.924], [1.063, -0.779, 0.422], [-0.624, -1.320, 3.547], [-0.088, -1.062, -3.736], [1.230, 0.871, 0.946], [1.134, -1.583, -3.479], [-1.511, -0.753, 1.361], [0.257, 0.054, -1.544]],
  "atomic_forces_ev_per_a": [[-0.20, -0.32, -1.44], [1.82, 0.64, 2.60], [0.94, -1.92, -0.85], [1.59, -0.18, -0.61], [-0.12, 1.61, 1.98], [-1.37, -0.35, -1.54], [0.89, 0.54, -0.70], [-0.40, -0.42, 0.88], [-0.22, -0.30, -0.01], [-0.37, 0.19, 0.33], [-0.29, -0.63, -0.02], [-0.23, 0.49, -0.41], [-0.37, 0.43, -0.10], [-1.07, 0.71, 0.63], [-0.45, 0.14, 0.19], [1.25, -0.24, 0.99], [0.18, 0.06, -1.25], [-1.59, -0.45, -0.68]],
  "charge": 1
}

=====

(3)
{
  "formula": "C4H12NO",
  "method": "ωB97M-V/def2-TZVPD",
  "elements": ["O", "N", "C", "C", "C", "C", "H", "H", "H", "H", "H", "H", "H", "H", "H", "H", "H", "H"],
  "xyz": [[0.378, -1.409, 1.439], [0.931, 0.919, 2.695], [-0.633, 0.308, -0.227], [0.115, -1.104, -2.257], [-1.060, 1.485, -0.984], [-0.060, -0.827, -0.837], [-1.975, 1.851, -0.537], [1.129, -1.451, -2.409], [-1.269, 1.246, -2.019], [1.820, 1.380, 2.820], [-0.705, 0.248, 0.855], [-0.505, -1.950, -2.595], [0.384, 0.996, 3.539], [-0.342, 2.317, -0.899], [-0.153, -0.298, -2.941], [0.391, -2.121, 2.111], [0.492, -1.520, -0.174], [1.064, -0.070, 2.419]],
  "atomic_forces_ev_per_a": [[-0.11, -0.75, 0.32], [-0.06, -0.21, -0.59], [0.32, -0.62, -0.11], [-0.98, -0.72, -0.39], [0.18, 0.01, 0.19], [0.52, 0.88, -0.35], [-0.26, 0.23, 0.36], [0.30, -0.02, -0.04], [0.30, 0.10, -0.24], [0.16, 0.00, 0.19], [-0.45, 0.14, 0.01], [-0.01, -0.07, 0.09], [-0.03, 0.00, 0.20], [-0.07, -0.15, -0.09], [-0.07, 0.18, 0.26], [-0.11, -0.01, -0.32], [0.54, 0.48, 0.60], [-0.19, 0.54, -0.08]],
  "charge": 1
}

=====

(4)
{
  "formula": "C4H12NO",
  "method": "ωB97M-V/def2-TZVPD",
  "elements": ["O", "N", "C", "C", "C", "C", "H", "H", "H", "H", "H", "H", "H", "H", "H", "H", "H", "H"],
  "xyz": [[-0.172, -1.434, 1.280], [-0.851, 0.911, 0.593], [1.702, -0.139, 0.197], [1.018, -1.504, 0.570], [-0.480, 0.651, -0.835], [1.043, 0.748, -0.898], [-0.876, -0.342, -1.193], [1.795, -2.070, 1.211], [0.870, -1.936, -0.442], [-1.832, 1.232, 0.856], [-1.004, 1.568, -1.261], [-3.659, 0.170, -0.242], [1.428, 1.741, -0.609], [-4.126, -0.204, 0.291], [2.804, -0.245, 0.047], [1.503, 0.392, 1.217], [1.537, 0.495, -1.869], [-0.700, -0.033, 1.086]],
  "atomic_forces_ev_per_a": [[2.21, -0.16, -0.81], [-1.54, -3.51, 0.19], [-1.02, -0.20, 2.65], [-0.01, 2.53, 0.35], [-1.33, 3.22, 0.70], [2.01, -0.44, 0.06], [0.26, 0.89, 0.27], [-1.26, -0.50, -0.78], [-0.11, -1.19, 0.10], [1.45, 0.15, -0.96], [0.89, -1.68, -0.78], [-1.08, -0.83, 1.15], [-0.66, -0.06, -0.55], [1.07, 0.84, -1.16], [-0.98, -0.11, -0.01], [0.66, -0.12, -1.47], [-1.02, 0.19, 0.49], [0.46, 0.99, 0.56]],
  "charge": 1
}

=====

(5)
{
  "formula": "C4H12NO",
  "method": "ωB97M-V/def2-TZVPD",
  "elements": ["O", "N", "C", "C", "C", "C", "H", "H", "H", "H", "H", "H", "H", "H", "H", "H", "H", "H"],
  "xyz": [[0.351, 4.584, 2.551], [0.413, -1.253, 0.531], [-0.181, 0.038, 0.026], [0.424, -2.350, -0.628], [-0.918, -0.335, -1.269], [-0.272, -1.658, -1.825], [-1.034, 0.252, 0.742], [1.122, 5.009, 2.338], [-0.728, 0.594, -1.867], [1.493, -2.573, -0.705], [-0.144, -3.321, -0.402], [0.555, 0.828, 0.010], [-0.832, -2.500, -2.324], [-0.301, 4.189, 2.035], [1.420, -1.237, 0.645], [0.462, -1.306, -2.711], [-2.014, -0.428, -1.108], [-0.014, -1.584, 1.407]],
  "atomic_forces_ev_per_a": [[-1.60, -0.95, 4.17], [0.50, -1.71, -0.70], [-2.64, -1.29, 1.44], [-0.95, -0.24, 0.16], [-0.03, 0.49, -0.81], [2.00, 0.56, -2.22], [1.50, 0.33, -0.45], [2.17, 1.21, -2.05], [-0.53, -1.27, -0.35], [-0.38, -0.16, -0.46], [0.87, 1.71, 0.42], [0.15, -0.01, -0.20], [-0.33, 1.58, 0.54], [-0.57, -0.26, -2.13], [0.01, 0.80, 0.83], [-1.17, -0.98, 2.28], [0.83, 0.05, -0.01], [0.20, 0.12, -0.46]],
  "charge": 1
}

=====

(6)
{
  "formula": "C4H12NO",
  "method": "ωB97M-V/def2-TZVPD",
  "elements": ["O", "N", "C", "C", "C", "C", "H", "H", "H", "H", "H", "H", "H", "H", "H", "H", "H", "H"],
  "xyz": [[-1.150, -2.966, -0.162], [-0.707, -0.083, -0.315], [1.303, 1.203, -0.570], [0.745, 1.382, 1.022], [-0.649, 0.950, 0.936], [0.498, 0.106, -1.238], [-0.735, -1.021, 0.166], [-1.518, 1.657, 0.987], [1.479, 0.700, 1.394], [2.323, 0.925, -0.568], [0.796, 2.351, 1.433], [-0.869, 0.204, 1.888], [-1.387, -3.490, 0.654], [-0.746, -3.606, -0.668], [0.059, 0.298, -2.146], [1.280, 2.278, -0.901], [-1.679, 0.069, -0.634], [0.956, -0.957, -1.278]],
  "atomic_forces_ev_per_a": [[-1.66, 1.28, 3.40], [-1.53, 0.59, 3.21], [-0.79, 2.68, 1.60], [1.61, -1.07, -3.81], [-1.75, -4.17, 2.51], [-0.32, -1.83, 2.60], [0.17, 0.69, -1.19], [1.19, -0.36, -0.82], [-0.36, -0.47, 1.63], [1.07, -0.17, 0.26], [0.64, 1.14, 0.16], [0.28, 1.83, -2.31], [0.16, 0.98, -1.10], [1.54, -2.15, -2.18], [-0.48, 0.73, -2.37], [-0.40, -1.42, -0.85], [0.89, -0.35, -0.82], [-0.27, 2.05, 0.09]],
  "charge": 1
}

=====

Q: Which electronic energy values were calculated for the entries above? A: -289.32907, -289.28817, -289.09347, -289.04097, -289.29231, -289.30443, in Ha.
Q: Which energy above the lowest of the compared OMol25 structures with the same formula, charge and spin values were calculated for the entries above? A: 28.73, 54.40, 176.57, 209.52, 51.80, 44.20, in kcal/mol.
Q: Which molecular weight values were calculated for the entries above? A: 90.1, 90.1, 90.1, 90.1, 90.1, 90.1, in g mol⁻¹.